# 1
{
  "formula": "C3H5NO",
  "method": "the ωB97M-V functional and the def2-TZVPD basis",
  "energy_ev": -6727.794,
  "homo_lumo_gap_ev": 10.337,
  "total_charge": 0,
  "relative_energy_kj_mol": 171.6,
  "species": ["C", "C", "C", "N", "O", "H", "H", "H", "H", "H"],
  "positions_angstrom": [[-0.9571, 0.8708, 0.0254], [3.8485, 0.8522, 0.0574], [-2.3198, 1.1964, 0.2081], [0.1193, 0.5124, -0.0365], [4.7228, 0.0212, -0.0419], [3.0562, 1.0815, -0.6116], [3.6488, 1.1324, 1.0812], [-2.4416, 1.4943, 1.2830], [-2.9933, 0.4380, -0.0722], [-2.4720, 2.0822, -0.2495]],
  "forces_ev_per_angstrom": [[0.1882, -0.8235, 0.1280], [0.5405, -2.2842, 2.2654], [0.2381, -0.1879, 3.2159], [1.5121, -0.1815, -0.2542], [-0.0928, 0.6515, -1.2809], [-0.3382, 0.4141, -1.6466], [-0.1722, 1.1905, 0.6615], [-0.0980, -0.7204, -0.6842], [-0.7451, -0.8458, -0.3605], [-1.0325, 2.7872, -2.0443]],
  "nbo_charge": [0.296, 0.270, -0.717, -0.339, -0.495, 0.129, 0.096, 0.256, 0.257, 0.248]
}

***

# 2
{
  "formula": "C3H5NO",
  "method": "the ωB97M-V functional and the def2-TZVPD basis",
  "energy_ev": -6725.624,
  "homo_lumo_gap_ev": 8.202,
  "total_charge": 0,
  "relative_energy_kj_mol": 381.0,
  "species": ["O", "C", "N", "C", "C", "H", "H", "H", "H", "H"],
  "positions_angstrom": [[-0.0209, -1.7394, 1.4357], [0.0870, -1.2824, 0.1783], [0.0643, -0.0363, -0.0664], [0.1073, 1.0202, -1.0411], [0.0980, 1.2774, 0.4471], [0.2159, -2.0415, -0.5831], [1.0454, 1.1246, -1.5864], [-0.7836, 1.0733, -1.6710], [-0.8699, 1.5767, 0.8586], [0.0565, -0.9727, 2.0284]],
  "forces_ev_per_angstrom": [[0.0284, 0.1840, 0.0609], [-0.0058, 0.2566, -0.2266], [0.0465, -0.4744, 0.1257], [0.0773, -0.0416, -0.3918], [-0.1078, 0.0960, 0.1654], [-0.0373, 0.1461, 0.0406], [-0.1188, 0.0150, 0.1013], [0.0684, -0.0255, 0.1334], [0.0864, -0.0376, -0.0340], [-0.0374, -0.1186, 0.0251]],
  "nbo_charge": [-0.654, 0.387, -0.316, -0.241, -0.398, 0.181, 0.190, 0.184, 0.170, 0.496]
}

***

# 3
{
  "formula": "C3H5NO",
  "method": "the ωB97M-V functional and the def2-TZVPD basis",
  "energy_ev": -6724.413,
  "homo_lumo_gap_ev": [8.422, 8.388],
  "total_charge": 0,
  "relative_energy_kj_mol": 497.8,
  "species": ["C", "O", "C", "C", "N", "H", "H", "H", "H", "H"],
  "positions_angstrom": [[0.6415, 1.3394, -0.3996], [-0.5906, 1.0884, -0.4550], [-1.0129, -0.6203, 0.1262], [0.3509, -1.0701, 0.3825], [0.2652, -2.2064, 0.7804], [1.0689, 1.8529, 0.4733], [1.2592, 1.2893, -1.3065], [1.1868, -0.2495, 0.1589], [-1.5259, -1.0190, -0.7445], [-1.6430, -0.4048, 0.9843]],
  "forces_ev_per_angstrom": [[-0.0683, 0.0364, -0.0273], [0.2621, 0.0621, 0.0178], [-0.2489, -0.0695, 0.0026], [-0.1620, -0.5707, 0.1934], [0.0906, 0.7220, -0.2594], [-0.0841, -0.0944, -0.0948], [-0.0977, -0.0267, 0.1009], [0.0599, -0.0587, 0.0422], [0.1204, 0.0430, 0.1318], [0.1279, -0.0434, -0.1071]],
  "nbo_charge": [0.089, -0.547, -0.130, -0.012, -0.273, 0.153, 0.156, 0.122, 0.222, 0.220]
}